ORCA calculation (the ωB97M-V functional and the def2-TZVPD basis) on 15 unconnected molecules or ions with the total composition C60H105N15.

Positions of all 180 atoms, in Å:
C1 0.891 -1.824 -4.328
C2 1.180 -0.699 -5.294
C3 2.479 0.088 -5.042
C4 3.625 -0.781 -4.788
N1 4.539 -1.455 -4.608
H1 -0.121 -2.182 -4.557
H2 0.853 -1.603 -3.260
H3 1.548 -2.679 -4.492
H4 0.368 0.034 -5.300
H5 1.150 -1.092 -6.313
H6 2.358 0.716 -4.157
H7 2.636 0.756 -5.887
C5 -0.826 -2.325 6.454
C6 -0.405 -2.502 4.988
C7 -0.172 -1.153 4.329
C8 0.680 -0.193 5.053
N2 1.389 0.544 5.568
H8 -1.117 -3.270 6.912
H9 -1.666 -1.636 6.565
H10 -0.018 -1.883 7.039
H11 -1.151 -3.065 4.432
H12 0.532 -3.056 4.911
H13 -1.097 -0.575 4.213
H14 0.248 -1.267 3.329
C9 3.501 -4.814 2.990
C10 2.906 -5.247 1.657
C11 2.365 -4.055 0.874
C12 1.083 -3.563 1.388
N3 0.107 -3.121 1.797
H15 3.826 -5.638 3.625
H16 2.769 -4.269 3.591
H17 4.342 -4.139 2.825
H18 2.168 -6.042 1.789
H19 3.644 -5.724 1.004
H20 2.213 -4.322 -0.172
H21 3.089 -3.240 0.946
C13 -1.030 -7.410 -0.716
C14 -0.573 -7.404 -2.181
C15 0.834 -6.818 -2.337
C16 0.918 -5.372 -2.153
N4 0.977 -4.240 -1.981
H22 -2.047 -7.799 -0.679
H23 -1.005 -6.406 -0.284
H24 -0.364 -8.002 -0.085
H25 -1.235 -6.785 -2.789
H26 -0.542 -8.419 -2.570
H27 1.166 -7.031 -3.358
H28 1.553 -7.334 -1.696
C17 4.020 2.907 1.349
C18 4.204 1.425 1.673
C19 2.848 0.809 2.058
C20 2.959 -0.606 2.401
N5 3.070 -1.719 2.670
H29 3.619 3.398 2.239
H30 3.282 3.053 0.558
H31 4.966 3.367 1.070
H32 4.835 1.324 2.561
H33 4.650 0.887 0.837
H34 2.261 0.937 1.146
H35 2.312 1.325 2.856
C21 5.209 -1.569 -1.420
C22 4.146 -2.528 -0.899
C23 4.702 -3.962 -0.759
C24 5.504 -4.459 -1.877
N6 6.138 -4.831 -2.757
H36 6.091 -1.645 -0.777
H37 4.889 -0.535 -1.513
H38 5.543 -1.934 -2.392
H39 3.266 -2.590 -1.545
H40 3.745 -2.275 0.086
H41 3.901 -4.671 -0.541
H42 5.365 -4.002 0.112
C25 1.400 6.524 3.527
C26 0.282 6.201 4.504
C27 0.494 4.849 5.169
C28 0.508 3.731 4.195
N7 0.492 2.866 3.441
H43 1.247 7.492 3.042
H44 1.455 5.851 2.667
H45 2.387 6.556 3.992
H46 -0.654 6.218 3.941
H47 0.198 6.993 5.248
H48 -0.239 4.544 5.919
H49 1.461 4.739 5.668
C29 4.940 2.449 -2.552
C30 5.837 2.998 -3.638
C31 5.196 3.821 -4.751
C32 4.383 4.950 -4.265
N8 3.713 5.793 -3.868
H50 4.606 3.166 -1.802
H51 5.464 1.684 -1.975
H52 4.074 1.949 -2.993
H53 6.429 2.211 -4.113
H54 6.644 3.581 -3.180
H55 4.491 3.283 -5.392
H56 5.939 4.261 -5.419
C33 -2.436 -3.838 -1.232
C34 -3.324 -3.003 -2.140
C35 -2.680 -2.835 -3.529
C36 -2.126 -4.078 -4.103
N9 -1.694 -5.043 -4.552
H57 -2.426 -4.896 -1.501
H58 -2.747 -3.824 -0.182
H59 -1.407 -3.473 -1.201
H60 -3.366 -1.968 -1.793
H61 -4.322 -3.420 -2.258
H62 -1.864 -2.109 -3.501
H63 -3.391 -2.372 -4.217
C37 -3.057 2.833 0.326
C38 -3.713 4.182 0.582
C39 -4.130 4.905 -0.709
C40 -2.943 5.256 -1.505
N10 -2.031 5.526 -2.143
H64 -2.481 2.573 1.218
H65 -2.218 2.945 -0.370
H66 -3.719 2.032 0.008
H67 -2.976 4.854 1.028
H68 -4.566 4.134 1.257
H69 -4.717 5.800 -0.495
H70 -4.754 4.350 -1.418
C41 -0.827 0.301 1.303
C42 -0.784 -0.839 0.306
C43 0.587 -1.249 -0.231
C44 1.348 -0.180 -0.873
N11 1.939 0.636 -1.425
H71 -1.822 0.317 1.756
H72 -0.655 1.275 0.843
H73 -0.119 0.261 2.134
H74 -1.477 -0.573 -0.495
H75 -1.160 -1.770 0.740
H76 0.496 -2.013 -1.007
H77 1.186 -1.739 0.539
C45 -2.554 1.392 6.073
C46 -3.617 0.776 5.185
C47 -4.967 1.493 5.181
C48 -5.511 1.663 6.542
N12 -5.964 1.795 7.587
H78 -2.406 2.450 5.807
H79 -1.549 0.983 6.008
H80 -2.853 1.475 7.119
H81 -3.769 -0.264 5.484
H82 -3.353 0.759 4.123
H83 -5.688 0.950 4.568
H84 -4.923 2.472 4.700
C49 -4.678 -1.475 1.313
C50 -6.135 -1.852 1.023
C51 -7.128 -0.913 1.701
C52 -6.823 0.523 1.628
N13 -6.630 1.654 1.614
H85 -3.997 -2.259 0.986
H86 -4.463 -1.276 2.366
H87 -4.395 -0.546 0.814
H88 -6.340 -2.867 1.366
H89 -6.300 -1.930 -0.053
H90 -7.260 -1.123 2.764
H91 -8.110 -0.990 1.225
C53 0.756 4.187 -0.309
C54 1.066 4.272 -1.792
C55 0.325 3.273 -2.670
C56 0.859 3.190 -4.028
N14 1.304 3.119 -5.085
H92 0.894 3.179 0.087
H93 -0.302 4.434 -0.166
H94 1.335 4.901 0.274
H95 2.132 4.040 -1.943
H96 1.078 5.291 -2.186
H97 -0.738 3.524 -2.661
H98 0.402 2.302 -2.178
C57 -3.891 3.245 -4.040
C58 -2.986 2.911 -5.214
C59 -2.563 1.427 -5.242
C60 -2.016 0.942 -3.976
N15 -1.600 0.526 -2.990
H99 -3.376 3.038 -3.097
H100 -4.828 2.684 -3.992
H101 -4.161 4.300 -3.990
H102 -2.068 3.502 -5.165
H103 -3.443 3.194 -6.162
H104 -1.788 1.315 -6.001
H105 -3.437 0.830 -5.508

Force components x, y, z for each atom (eV/Å):
C -0.814 -0.664 -0.180
C -0.117 0.504 -0.067
C -0.542 -0.167 0.199
C 0.280 0.043 -0.371
N -0.182 0.058 -0.011
H 0.205 -0.136 -0.053
H 0.375 0.421 -0.117
H 0.130 0.096 0.146
H 0.079 0.053 0.287
H 0.353 -0.139 0.036
H -0.044 -0.010 0.007
H 0.370 -0.009 0.046
C 0.086 -0.077 -0.098
C 0.221 0.349 0.789
C -0.303 0.927 -0.306
C 0.164 -0.994 -0.269
N 0.178 0.392 0.310
H 0.080 -0.013 0.010
H -0.130 -0.043 -0.200
H 0.088 -0.132 0.010
H -0.040 0.127 -0.165
H -0.039 -0.168 0.138
H -0.203 -0.392 -0.144
H -0.015 -0.121 0.160
C -0.066 -0.047 0.244
C 0.112 -0.587 0.152
C -0.786 -0.418 0.441
C 0.479 -0.588 0.355
N -0.284 -0.828 0.552
H 0.118 -0.207 -0.274
H 0.010 0.095 -0.201
H -0.022 -0.020 0.097
H -0.311 0.260 0.086
H 0.236 0.074 0.349
H -0.197 0.276 0.262
H -0.721 -0.567 0.318
C 0.152 0.166 -0.382
C 0.226 0.565 0.745
C 0.230 -0.487 -0.779
C -0.093 -0.390 0.166
N -0.046 0.189 -0.114
H 0.005 -0.017 0.332
H -0.187 0.049 -0.133
H -0.122 -0.251 -0.107
H -0.145 -0.299 -0.056
H -0.137 0.004 -0.103
H 0.070 0.193 0.013
H -0.018 0.223 0.197
C -0.178 -0.315 0.313
C -0.119 0.334 0.931
C 0.085 0.061 -0.871
C -0.042 0.039 -0.062
N -0.005 0.378 0.037
H 0.111 0.181 -0.053
H 0.119 -0.027 -0.164
H -0.042 0.081 -0.039
H 0.363 0.012 -0.282
H -0.033 -0.129 0.039
H -0.440 -0.364 0.203
H 0.238 0.120 0.094
C 0.284 -0.756 0.048
C 0.074 -0.198 -0.446
C 0.389 0.014 0.355
C -0.368 0.284 -0.070
N 0.109 -0.151 -0.088
H -0.045 0.299 0.153
H -0.158 0.001 0.061
H -0.120 0.298 -0.074
H 0.066 0.224 -0.244
H 0.659 0.740 -0.511
H 0.514 0.083 -0.540
H 0.013 0.034 0.047
C 0.293 0.488 -0.657
C 0.076 0.112 -0.396
C 0.248 -1.310 -0.138
C -0.252 0.481 0.095
N -0.029 -0.039 -0.158
H -0.071 0.113 0.323
H -0.092 -0.382 0.313
H -0.047 -0.076 0.111
H -0.127 -0.200 0.167
H 0.085 -0.121 0.179
H -0.195 0.411 -0.008
H 0.032 0.492 0.065
C -0.284 -0.633 0.035
C 1.209 0.200 0.038
C -0.706 0.720 -0.166
C 0.147 -0.247 0.271
N -0.027 0.155 0.062
H -0.116 0.315 -0.347
H 0.123 -0.026 -0.142
H -0.124 0.098 0.171
H -0.453 -0.286 -0.097
H -0.258 0.321 0.034
H 0.209 -0.444 0.150
H 0.169 -0.190 0.051
C -0.036 -0.124 0.821
C 0.876 0.222 -0.457
C 0.166 -0.022 -0.309
C -0.402 0.329 -0.027
N 0.002 0.035 0.096
H 0.065 0.088 -0.277
H -0.258 0.128 -0.114
H -0.021 -0.027 -0.303
H -0.397 -0.120 0.356
H -0.067 0.020 0.185
H 0.089 -0.140 0.328
H -0.084 -0.341 -0.167
C 1.070 0.497 0.536
C -0.070 0.250 -0.618
C -0.036 0.069 -0.546
C -0.545 0.270 0.340
N 0.302 0.064 -0.161
H -0.551 -0.420 0.207
H -0.384 -0.011 -0.472
H -0.090 0.019 0.050
H -0.012 -0.136 0.270
H -0.026 -0.210 -0.026
H 0.272 0.161 0.051
H -0.069 -0.435 0.429
C 0.132 0.263 0.400
C -0.244 -0.346 -0.100
C 0.202 0.375 -0.678
C -0.187 -0.135 0.094
N 0.228 0.225 -0.050
H -0.013 0.150 -0.007
H -0.036 -0.062 -0.176
H 0.047 -0.236 -0.255
H 0.282 -0.082 -0.298
H -0.159 0.379 0.100
H -0.210 -0.096 -0.010
H -0.001 0.955 -0.241
C 0.126 1.561 -0.015
C -0.064 -0.451 -0.321
C -0.211 0.189 0.475
C -0.166 -0.007 -0.525
N 0.074 -0.014 0.122
H -0.081 -0.070 -0.243
H -0.178 -0.472 -0.035
H -0.090 -0.526 0.012
H -0.097 -0.022 -0.046
H 0.500 -0.062 0.134
H -0.048 -0.172 0.178
H 0.259 0.089 0.182
C 0.148 0.118 -0.098
C 0.599 -0.170 0.290
C -0.645 0.436 -0.321
C 0.219 -0.153 -0.046
N 0.136 0.088 -0.043
H 0.016 0.035 -0.045
H -0.285 -0.264 0.135
H -0.077 -0.064 -0.219
H 0.000 0.061 0.264
H -0.025 0.440 -0.057
H 0.087 -0.232 -0.032
H -0.039 -0.245 0.193
C -1.015 0.060 -0.334
C 2.169 0.120 -0.410
C -0.557 0.188 0.804
C -0.212 0.013 0.291
N -0.031 -0.060 -0.099
H 0.182 0.007 -0.012
H 0.051 0.032 0.181
H 0.139 -0.055 -0.030
H -0.026 -0.187 0.275
H -0.771 0.024 0.081
H -0.010 -0.011 -0.433
H 0.092 -0.164 -0.335
C -0.109 0.137 0.605
C 0.342 0.153 0.341
C -0.209 0.574 -0.367
C -0.131 -0.055 -0.014
N -0.017 -0.015 0.025
H 0.072 -0.058 -0.051
H 0.071 -0.164 -0.352
H 0.115 0.027 -0.264
H -0.069 0.107 0.181
H -0.104 -0.303 -0.059
H -0.080 -0.241 -0.064
H 0.149 -0.266 0.019

Computed properties:
- ΔE to the lowest compared entry with this formula, charge and spin (kcal per mole) = 49.2
- strongest force on any atom (hartree/bohr) = 0.0430
- HOMO (Eh) = -0.39634
- gap between HOMO and LUMO (Ha) = 0.40068
- LUMO (eV) = 0.118
- E (a.u.) = -3170.4426